The following is a quantum chemistry calculation of a molecular structure, C22H30B2ClCoF4N5O9, from the Open Molecules 2025 dataset.

XYZ file:
```
74
Properties=species:S:1:pos:R:3:forces:R:3:lowdin_charge:R:1
Co 1.7920 1.2161 0.7161 -0.06 -0.66 0.17 0.6697
Cl -4.2133 -4.7430 -3.3353 0.02 0.04 0.06 0.6033
F -1.2450 1.3905 4.0220 0.04 0.00 0.02 0.1100
F 5.2149 1.4887 -0.8680 -0.05 0.01 0.01 0.1364
F 4.3964 0.8862 -2.9313 0.03 -0.01 0.08 0.1141
F 0.9068 2.1301 4.3277 0.00 -0.02 -0.04 0.1379
O 3.1207 2.2749 -1.6274 -0.11 0.08 -0.06 0.0425
O 3.2958 2.1336 2.0528 0.44 0.26 -0.34 -0.2155
O 0.4342 0.1762 3.0499 -0.18 -0.01 -0.08 0.0539
O -0.2408 2.5137 2.2972 -0.11 -0.01 -0.13 0.0768
O 3.5368 -0.1793 -1.0884 -0.28 0.03 -0.21 0.0382
O -2.4950 -2.1885 1.6681 -0.07 -0.01 0.13 -0.0221
O 4.5097 0.5304 2.7235 0.19 0.11 -0.14 -0.1340
O -0.9053 -0.3060 0.3161 -0.22 0.01 0.09 -0.0042
O -2.6725 1.0999 0.4488 -0.18 -0.08 0.01 0.0847
N 2.8423 -0.1482 0.0995 0.39 -0.02 0.43 -0.0499
N 2.2386 2.4501 -0.6479 0.05 0.18 -0.08 -0.0027
N 0.6362 2.5947 1.2981 0.01 0.14 0.12 -0.0139
N 1.3093 -0.0096 2.0170 0.00 -0.21 -0.13 -0.0347
N 4.4663 1.7001 2.3643 -0.67 -0.19 0.27 -0.2451
C -0.1395 0.5767 -0.5729 0.21 0.18 0.06 -0.0976
C -2.1135 -3.5981 -0.1357 0.08 0.04 -0.01 0.0028
C -4.5766 -3.0726 -1.2308 -0.03 0.03 -0.04 -0.0841
C 2.7262 -1.3080 0.7879 0.04 0.10 -0.28 -0.2731
C 0.5695 0.8685 -2.9417 0.03 0.05 0.00 -0.0422
C -1.5759 -0.2847 -2.4473 0.05 -0.02 -0.01 -0.0496
C -5.2450 -1.5301 0.6131 0.07 -0.01 -0.01 -0.0310
C 3.4793 -2.5116 0.3353 0.01 0.02 -0.01 -0.0171
C 0.5947 -1.4156 -1.9460 0.06 0.04 -0.08 -0.0358
C -0.3569 4.7456 0.6844 -0.01 0.00 0.00 0.0001
C -2.4747 -4.2349 -1.3067 -0.01 -0.02 -0.05 -0.1071
C 0.6003 3.6150 0.5149 0.10 0.02 -0.12 -0.2299
C -3.7160 -3.9565 -1.8490 0.01 -0.03 -0.03 -0.6690
C -2.5570 -0.7792 1.9239 0.02 -0.07 -0.09 -0.0518
C 1.5459 3.5371 -0.6119 -0.07 0.03 0.13 -0.2250
C 1.6710 4.6299 -1.6206 0.01 -0.01 -0.01 -0.0066
C -2.9661 -2.6975 0.4965 0.07 0.08 -0.03 -0.2441
C 1.5980 -2.2914 2.8884 0.00 0.02 0.01 -0.0119
C -2.0674 0.1013 0.7817 0.28 0.13 0.05 -0.4930
C -4.2301 -2.4293 -0.0440 -0.02 0.00 0.02 -0.1816
C -0.1286 -0.0662 -1.9603 -0.14 -0.16 0.05 -0.5712
C 1.8802 -1.2179 1.8901 -0.13 0.14 0.16 -0.2638
B 4.0936 1.0866 -1.5795 0.18 -0.08 0.06 -1.0843
B 0.0234 1.5390 3.4351 0.06 -0.07 0.10 -1.0743
H 2.3771 -3.0519 2.8829 -0.01 -0.02 -0.01 0.0615
H -0.6951 1.5163 -0.6288 0.00 0.00 -0.08 0.0891
H -6.1975 -1.6136 0.0891 0.00 0.01 0.01 0.0720
H 0.6319 -2.7700 2.6932 0.01 0.02 0.02 0.0767
H -5.4043 -1.8180 1.6541 0.04 0.02 0.01 0.0882
H 0.7209 4.7824 -2.1389 0.00 0.01 0.01 0.0846
H -0.7503 4.7349 1.6974 0.01 0.00 0.01 0.0821
H 3.0849 -2.8806 -0.6168 0.01 -0.01 0.01 0.0748
H 0.1349 1.8744 -2.8985 -0.01 -0.02 -0.02 0.0836
H -2.1324 0.6562 -2.4431 0.01 0.00 -0.01 0.0828
H -5.5465 -2.8790 -1.6719 0.00 -0.01 0.00 0.1033
H -2.1035 -0.9906 -1.8031 -0.04 -0.03 0.02 0.0646
H -4.9353 -0.4840 0.5984 0.01 0.00 -0.03 0.0765
H 3.4226 -3.3110 1.0718 -0.01 -0.01 0.00 0.0601
H -1.1379 -3.7559 0.3057 -0.01 0.01 0.00 0.1255
H 2.4340 4.3646 -2.3466 0.00 0.00 0.00 0.0792
H 1.6598 -1.2727 -1.7644 -0.07 -0.02 -0.04 0.0621
H 0.4498 0.4927 -3.9630 0.00 0.01 -0.01 0.0822
H 1.9453 5.5699 -1.1370 0.00 0.00 0.00 0.0814
H -1.8793 -0.6086 2.7573 0.04 0.02 0.05 0.1250
H -1.7953 -4.9143 -1.8027 0.00 0.00 0.00 0.1039
H -1.1971 4.6361 -0.0072 0.00 0.00 0.01 0.0931
H 0.4709 -1.9232 -2.9101 0.00 0.00 0.00 0.0813
H 0.1298 5.7010 0.4839 -0.01 0.00 -0.01 0.0736
H 1.5430 -1.8485 3.8828 0.02 -0.01 0.00 0.0815
H 4.5253 -2.2497 0.1652 0.00 0.00 0.02 0.0863
H -3.5582 -0.4670 2.2076 -0.02 0.03 -0.03 0.1120
H 0.1876 -2.0582 -1.1654 -0.04 -0.06 0.06 0.0691
H -1.5821 -0.6948 -3.4644 0.01 0.01 0.02 0.0748
H 1.6340 0.9466 -2.7352 -0.03 -0.01 -0.02 0.0643
```
Positions in Å, forces in eV/Å.

Calculated values
<S²>: 3.79
Frontier orbital gap (alpha / beta) (eV): 4.080 / 5.606
Spin multiplicity: 4
Energy relative to the best compared isomer or geometry (same formula, charge and spin) (kJ/mol): 117.6
Electronic energy (eV): -111555.0341
Total charge: -2
Max |F| (eV/A): 0.75
Molar mass (g/mol): 700.5

***

The following is a quantum chemistry calculation of C22H30BrCl2NO3 in the gas phase in a non-equilibrium geometry, from the Open Molecules 2025 dataset.

XYZ file:
```
59
Properties=species:S:1:pos:R:3:forces:R:3:lowdin_charge:R:1
Br -1.9417 2.6982 -4.2376 0.18 -0.35 0.03 0.8118
Cl -3.6396 1.3029 1.5725 0.42 -0.11 -0.24 0.6639
Cl 0.3837 2.8784 1.0834 0.03 -0.46 -0.24 0.7051
O 2.6840 2.2719 -2.5769 0.38 -0.21 -0.10 -0.0413
O -0.9035 -1.1542 0.6018 0.88 0.65 -0.12 -0.0579
O -4.0550 1.8516 -2.0673 0.76 -0.55 0.25 0.0676
N -2.2619 0.6839 -1.1001 -1.00 0.32 0.62 0.1281
C 1.7287 -3.8271 -1.2607 -0.31 -0.27 -0.37 -0.0553
C 0.1035 -1.7145 1.3902 -0.16 -0.59 -0.09 -0.2269
C 1.7510 -0.9211 4.7086 -0.07 0.34 -0.58 -0.0417
C -0.2687 -0.3466 -0.4318 0.22 0.38 0.86 -0.1028
C 1.8200 -3.3026 1.7433 0.78 -0.85 -0.12 -0.0352
C -0.9861 1.7022 0.8577 -0.73 0.99 0.23 -0.5513
C -0.3907 1.8836 -1.7460 -0.67 1.13 -1.25 -0.2231
C -0.9483 1.0420 -0.5405 0.04 -1.74 -1.48 -0.3484
C -2.1475 3.3519 2.4650 -0.67 -0.63 -0.07 -0.1603
C 1.9312 1.1154 -2.3335 -0.53 -0.82 -1.83 -0.3081
C -0.2515 -4.8330 -0.0633 0.27 1.09 0.47 -0.0541
C 2.1593 -2.7416 2.9573 0.03 0.23 0.45 -0.0357
C 1.4503 -1.6429 3.4072 0.14 0.24 0.39 -0.2660
C 2.9513 1.1387 -3.4494 -1.32 0.02 2.20 -0.0630
C -2.8813 1.6701 -1.8285 0.52 0.92 0.36 -0.5301
C 0.4518 1.1667 -2.8093 1.72 -0.44 1.20 -0.1253
C -2.2896 2.4676 1.1951 -0.08 0.52 0.80 -0.6725
C 0.4885 -3.4920 -0.3901 0.10 -1.26 -0.20 -0.3391
C -1.7034 2.5750 -2.2782 0.30 0.46 -0.39 -0.6433
C -1.7130 4.0525 -1.8355 -0.97 0.16 0.56 -0.1203
C 0.4324 -1.1585 2.6048 -0.56 0.79 0.43 0.0236
C 0.8107 -2.8267 0.9340 -0.38 0.57 -0.73 -0.1482
H -1.4190 2.9062 3.1482 0.07 0.35 -0.14 0.0664
H 2.6674 -3.9008 -0.7057 -0.18 0.14 -0.03 0.0673
H 2.8121 -0.9772 4.9696 -0.25 -0.28 0.17 0.0789
H 1.5509 -4.8109 -1.7174 0.18 0.19 0.05 0.0736
H 1.5401 0.1462 4.5571 -0.02 -0.20 0.15 0.0758
H 2.9718 -3.1253 3.5703 -0.08 -0.09 -0.25 0.1165
H 2.5411 1.2450 -4.4468 0.51 -0.11 -0.09 0.1123
H 0.7746 -0.1781 -0.1434 -0.08 -0.28 -0.17 0.1318
H 0.4488 -5.4624 0.4977 -0.24 -0.19 -0.25 0.0811
H -0.2078 -2.9210 -1.0082 0.13 0.21 0.38 0.1138
H -1.0780 -4.5726 0.6102 -0.04 -0.38 -0.24 0.0850
H 0.1656 0.1336 -3.0272 -0.31 0.27 -0.17 0.1223
H -2.7488 4.3891 -1.6774 0.19 -0.04 -0.25 0.0940
H -1.9401 4.3957 2.2238 0.34 -0.23 0.06 0.0754
H -0.1115 -0.2907 2.9782 -0.03 -0.17 -0.20 0.1196
H 2.4102 -4.1520 1.3983 -0.18 0.10 0.05 0.1166
H -1.2658 4.7061 -2.5877 0.04 -0.25 0.11 0.0652
H 0.5674 1.7300 -3.7366 -0.77 0.08 0.15 0.0779
H -2.6610 3.0835 0.3752 0.10 -0.27 -0.02 0.0795
H -0.6133 -5.3120 -0.9763 0.07 -0.07 0.22 0.0785
H -2.8344 0.0459 -0.5600 -0.06 0.09 -0.08 0.1219
H 2.1650 0.5048 -1.4593 0.16 0.45 0.01 0.1306
H 3.8356 0.5735 -3.1758 0.29 0.34 -0.71 0.1082
H -3.1058 3.3106 2.9926 0.15 0.24 -0.16 0.0528
H 1.0970 -1.2703 5.5136 0.32 -0.05 0.02 0.0848
H -0.8560 0.9884 1.6702 0.04 -0.14 -0.42 0.0671
H 0.2196 2.7570 -1.5051 0.11 -0.49 0.67 0.1019
H 1.8617 -3.1431 -2.1089 0.06 0.11 0.37 0.0714
H -1.1884 4.2272 -0.8874 0.00 -0.27 -0.18 0.0587
H -0.3637 -0.9185 -1.3543 0.18 0.42 -0.07 0.1210
```
Positions in Å, forces in eV/Å.

Calculated values
Frontier orbital gap (eV): 9.651
Electronic energy (eV): -126019.5375
Total charge: 0
Max |F| (eV/A): 2.56
Molar mass (g/mol): 507.3
Structure (SMILES): Cc1ccc(C(C)C)c(OC[C@]2([C@@H](Cl)[C@H](C)Cl)NC(=O)[C@](C)(Br)[C@@H]2C[C@H]2CO2)c1

***

Question: Which of these has the lowest electronic energy?
Answer: C22H30BrCl2NO3

***

Question: The lowest electronic energy belongs to which entry?
Answer: C22H30BrCl2NO3